(1)
DFT (ωB97M-V with the def2-TZVPD basis set) results for a structure of composition C66H53IN2O2P2SiSn.

The geometry in XYZ format:
```
128
Properties=species:S:1:pos:R:3:mulliken_charge:R:1
Sn -0.704 0.280 0.135 1.652
C -3.608 2.210 -0.494 -1.153
Si -1.905 2.679 0.168 1.922
C -2.319 3.187 1.984 0.587
C -2.995 4.400 2.187 -0.520
C -3.557 4.740 3.405 -1.017
C -3.482 3.860 4.475 -0.752
C -2.808 2.666 4.315 -0.338
C -2.208 2.336 3.096 -0.500
P -1.232 0.811 2.997 1.603
C 0.107 1.066 4.213 0.154
C 0.308 2.220 4.962 -0.916
C 1.400 2.316 5.817 -0.721
C 2.307 1.274 5.920 -0.914
C 2.129 0.127 5.155 -0.615
C 1.044 0.034 4.303 0.043
C -2.312 -0.444 3.770 0.399
C -1.879 -1.365 4.717 -0.248
C -2.707 -2.411 5.105 -0.561
C -3.974 -2.538 4.562 -0.664
C -4.421 -1.611 3.629 -0.703
C -3.591 -0.581 3.228 -0.520
C -1.360 4.098 -0.992 0.157
C -2.239 5.192 -1.057 -0.563
C -2.038 6.259 -1.911 -1.187
C -0.926 6.277 -2.738 -0.935
C -0.053 5.209 -2.709 0.031
C -0.260 4.109 -1.867 -0.227
P 1.011 2.780 -1.916 1.746
C 2.495 3.866 -1.701 0.552
C 2.462 4.814 -0.675 -0.391
C 3.574 5.583 -0.375 -0.687
C 4.752 5.416 -1.092 -0.607
C 4.804 4.470 -2.101 -0.656
C 3.689 3.695 -2.398 -0.628
C 1.035 2.332 -3.693 0.579
C 2.036 1.462 -4.127 -0.415
C 2.084 1.023 -5.441 -1.051
C 1.092 1.397 -6.335 -0.707
C 0.055 2.208 -5.900 -0.751
C 0.030 2.680 -4.595 -0.636
H -4.301 3.049 -0.391 0.477
H -4.019 1.357 0.052 0.419
H -3.535 1.940 -1.546 0.007
H -3.091 5.101 1.375 0.049
H -4.067 5.689 3.514 0.432
H -3.939 4.109 5.424 0.417
H -2.739 1.967 5.141 0.514
H -0.377 3.053 4.876 0.409
H 1.539 3.214 6.406 0.424
H 3.160 1.356 6.581 0.405
H 2.847 -0.682 5.213 0.480
H 0.918 -0.837 3.675 0.024
H -0.895 -1.287 5.158 0.350
H -2.348 -3.134 5.826 0.423
H -4.613 -3.360 4.858 0.381
H -5.409 -1.704 3.198 0.431
H -3.930 0.124 2.476 0.264
H -3.127 5.207 -0.445 0.301
H -2.749 7.075 -1.933 0.420
H -0.745 7.114 -3.401 0.443
H 0.822 5.222 -3.348 0.478
H 1.550 4.958 -0.106 0.326
H 3.524 6.318 0.420 0.431
H 5.619 6.021 -0.861 0.378
H 5.715 4.329 -2.668 0.434
H 3.753 2.975 -3.200 0.346
H 2.780 1.105 -3.424 0.402
H 2.890 0.374 -5.757 0.474
H 1.121 1.055 -7.361 0.393
H -0.747 2.475 -6.577 0.419
H -0.787 3.314 -4.279 0.360
C -3.342 0.582 -3.828 -1.186
C -2.290 -0.481 -3.899 0.572
N -2.365 -1.367 -4.863 -0.691
C -1.444 -2.348 -4.917 -0.933
C -0.393 -2.448 -4.047 0.760
C 0.563 -3.608 -4.186 -1.005
O 1.866 -3.222 -4.636 -0.581
C -0.268 -1.482 -3.016 0.631
C 0.936 -1.531 -2.215 -1.832
N 1.159 -1.009 -1.065 1.099
C 2.368 -1.351 -0.419 -0.338
C 2.973 -2.598 -0.642 -0.032
C 4.148 -2.968 -0.022 -0.926
C 4.762 -2.110 0.880 -0.825
C 4.160 -0.898 1.164 -0.558
C 2.977 -0.532 0.533 0.046
I 2.191 1.309 1.174 0.235
C -1.262 -0.497 -2.898 -0.062
O -1.284 0.428 -1.976 -0.552
H -3.970 0.524 -4.714 0.440
H -2.884 1.571 -3.758 0.198
H -3.959 0.442 -2.939 0.256
H -1.580 -3.079 -5.708 0.446
H 0.130 -4.339 -4.873 0.586
H 0.709 -4.107 -3.228 -0.147
H 1.769 -2.850 -5.518 0.380
H 1.742 -2.089 -2.691 1.367
H 2.490 -3.305 -1.303 0.284
H 4.578 -3.938 -0.234 0.461
H 5.688 -2.381 1.368 0.409
H 4.603 -0.229 1.889 0.518
C -1.372 -1.627 0.702 -0.611
C -0.711 -2.702 0.789 0.002
C -0.185 -3.937 0.914 0.309
C -0.112 -4.798 -0.283 0.282
C 0.896 -5.757 -0.431 -0.052
C 0.955 -6.559 -1.561 -0.957
C 0.010 -6.421 -2.569 -0.227
C -0.989 -5.464 -2.440 -0.934
C -1.046 -4.657 -1.315 -0.264
C 0.230 -4.426 2.238 -0.393
C -0.005 -5.744 2.644 -0.039
C 0.348 -6.170 3.915 -0.873
C 0.947 -5.294 4.812 -0.564
C 1.204 -3.989 4.415 -0.469
C 0.856 -3.567 3.142 0.544
H 1.645 -5.863 0.345 0.553
H 1.744 -7.296 -1.655 0.383
H 0.050 -7.055 -3.446 0.429
H -1.735 -5.353 -3.218 0.400
H -1.828 -3.914 -1.211 0.414
H -0.491 -6.431 1.962 0.499
H 0.152 -7.194 4.208 0.387
H 1.222 -5.629 5.804 0.420
H 1.689 -3.302 5.099 0.317
H 1.099 -2.568 2.807 0.070
```

* HOMO-LUMO gap (spin up / spin down): 5.225 / 5.226 eV
* highest occupied orbital energy (spin up / spin down): -5.9 / -5.9 eV
* LUMO energy (spin up / spin down): -0.643 / -0.643 eV
* ΔE to the lowest compared entry with this formula, charge and spin: 0.0 kJ/mol


(2)
DFT (ωB97M-V with the def2-TZVPD basis set) results for the molecule C2H3N3O2.

The geometry in XYZ format:
```
10
Properties=species:S:1:pos:R:3:nbo_charge:R:1
C 0.379 0.336 0.109 0.411
C -0.762 -0.403 -0.187 0.246
H 1.966 -0.882 0.571 0.409
H 2.381 0.799 0.487 0.417
H -1.753 -1.977 -0.500 0.502
N 1.660 0.072 0.420 -0.821
N -1.331 1.666 -0.263 0.044
N -1.758 0.488 -0.380 -0.237
O 0.052 1.604 0.047 -0.306
O -0.835 -1.703 -0.304 -0.665
```

* HOMO-LUMO gap: 8.655 eV
* highest occupied orbital energy: -8.0 eV
* SMILES string: Nc1onnc1O
* LUMO energy: 0.626 eV
* ΔE to the lowest compared entry with this formula, charge and spin: 261.9 kJ/mol


(3)
DFT (ωB97M-V with the def2-TZVPD basis set) results for a cluster of 11 separate species, C20H54N8O22 in total.

The geometry in XYZ format:
```
104
Properties=species:S:1:pos:R:3:mulliken_charge:R:1
C 18.806 -16.950 2.540 -0.527
N 17.355 -17.176 2.970 0.899
O 16.758 -18.142 2.443 -0.546
O 16.840 -16.442 3.811 -0.543
H 19.455 -17.239 3.366 0.096
H 18.876 -15.891 2.290 0.301
H 18.963 -17.644 1.714 0.332
C 21.738 -12.523 0.908 -0.774
N 20.683 -13.521 1.058 0.921
O 19.859 -13.596 0.155 -0.545
O 20.677 -14.153 2.101 -0.477
H 22.501 -13.009 0.301 0.271
H 22.126 -12.323 1.907 0.286
H 21.237 -11.629 0.537 0.306
C 27.802 -16.672 5.865 -0.723
N 27.642 -15.991 7.168 1.014
O 28.685 -15.952 7.762 -0.598
O 26.550 -15.533 7.469 -0.521
H 26.857 -17.199 5.736 0.232
H 28.640 -17.358 5.990 0.311
H 28.011 -15.987 5.044 0.254
C 21.317 -19.077 6.457 -0.563
N 21.463 -19.705 5.093 1.092
O 21.081 -20.808 5.000 -0.621
O 21.994 -19.017 4.206 -0.604
H 20.764 -18.142 6.367 0.071
H 22.167 -19.101 7.138 0.066
H 20.667 -19.822 6.916 0.464
C 26.055 -21.375 8.086 -0.682
N 25.769 -20.612 6.856 0.795
O 26.719 -20.090 6.240 -0.839
O 24.572 -20.479 6.533 -0.760
H 26.999 -21.124 8.569 0.068
H 26.160 -22.460 8.090 0.310
H 25.272 -21.084 8.786 0.185
C 17.815 -16.672 7.004 -0.709
N 18.341 -16.805 8.400 1.014
O 17.994 -15.904 9.172 -0.601
O 19.074 -17.700 8.592 -0.517
H 17.677 -15.606 6.826 0.276
H 16.863 -17.203 6.987 0.442
H 18.513 -17.104 6.286 0.078
C 23.001 -12.447 10.870 -0.637
N 23.236 -11.634 9.642 0.981
O 23.125 -12.107 8.503 -0.431
O 23.579 -10.528 9.849 -0.619
H 22.124 -12.090 11.409 0.188
H 23.975 -12.341 11.348 0.350
H 22.857 -13.475 10.537 0.158
C 23.352 -16.420 4.087 -0.381
N 24.251 -15.289 4.341 0.994
O 23.751 -14.160 4.607 -0.566
O 25.430 -15.562 4.314 -0.560
H 23.725 -16.840 3.153 0.578
H 22.308 -16.114 4.033 -0.331
H 23.497 -17.149 4.884 0.261
C 20.464 -14.558 5.663 -0.524
O 21.376 -15.439 6.246 1.141
C 22.227 -14.842 7.183 -0.305
C 23.361 -15.762 7.676 -0.152
O 22.895 -16.983 8.273 -0.227
C 23.980 -17.705 8.753 -1.044
H 21.048 -13.861 5.062 0.315
H 19.867 -13.893 6.287 -0.240
H 19.898 -15.141 4.937 0.003
H 21.594 -14.584 8.032 -0.446
H 22.589 -13.854 6.900 0.362
H 23.952 -15.193 8.394 0.508
H 24.077 -15.929 6.871 -0.369
H 23.741 -18.713 9.092 0.362
H 24.367 -17.302 9.689 0.373
H 24.747 -17.799 7.984 0.361
C 18.324 -11.652 12.331 -0.860
O 19.225 -12.064 11.312 -0.207
C 18.536 -12.641 10.199 -0.718
C 19.645 -12.975 9.237 0.026
O 20.557 -11.881 8.869 0.024
C 19.869 -10.796 8.259 -1.034
H 17.776 -12.490 12.762 0.312
H 17.694 -10.851 11.943 0.337
H 18.901 -11.136 13.098 0.245
H 17.743 -12.022 9.781 0.403
H 18.087 -13.559 10.579 0.516
H 19.354 -13.308 8.241 -0.238
H 20.262 -13.797 9.600 0.234
H 20.622 -10.180 7.767 0.296
H 19.479 -10.115 9.015 0.303
H 19.037 -10.974 7.577 0.344
C 30.043 -19.089 13.429 -0.816
O 29.276 -18.592 12.379 -0.282
C 29.730 -19.123 11.146 -0.645
C 28.678 -18.762 10.064 -0.445
O 27.473 -19.562 10.117 -0.220
C 26.601 -19.287 11.281 -0.702
H 31.042 -18.659 13.358 0.315
H 30.169 -20.166 13.538 0.335
H 29.546 -18.738 14.334 0.246
H 29.629 -20.200 11.279 0.327
H 30.766 -18.942 10.860 0.499
H 29.192 -18.980 9.128 0.316
H 28.457 -17.695 10.039 0.260
H 25.787 -20.011 11.228 0.249
H 26.336 -18.230 11.289 0.289
H 26.980 -19.676 12.227 0.255
```

* HOMO-LUMO gap (spin up / spin down): 2.033 / 5.482 eV
* highest occupied orbital energy (spin up / spin down): -0.8 / -4.2 eV
* total charge: -1
* LUMO energy (spin up / spin down): 1.242 / 1.242 eV
* 2S+1: 2
* <S²>: 0.75


(4)
DFT (ωB97M-V with the def2-TZVPD basis set) results for a structure of composition C13H30BrKLiNO6PS.

The geometry in XYZ format:
```
55
Properties=species:S:1:pos:R:3:mulliken_charge:R:1
C 3.168 -2.824 2.695 -1.277
C 2.908 -1.402 2.171 -0.388
C 1.992 -1.508 0.967 -0.186
C 1.431 -0.189 0.451 -0.499
C 0.713 0.595 1.550 -0.781
C -0.561 1.281 1.065 0.014
C -1.438 1.739 2.240 -0.880
S -2.831 0.701 2.689 0.363
O -2.328 -0.204 3.890 -0.372
C -3.128 -0.492 1.365 -0.521
Br -1.705 -1.815 1.292 0.035
C -4.447 -1.163 1.626 -0.742
C -4.841 -2.086 0.469 -1.233
H 4.039 -2.858 3.338 0.403
H 3.335 -3.444 1.827 0.235
H 2.316 -3.162 3.279 0.302
H 2.488 -0.816 2.985 0.296
H 3.875 -0.977 1.923 0.361
H 1.188 -2.190 1.248 -0.095
H 2.564 -2.002 0.193 0.172
H 2.269 0.387 0.087 0.420
H 0.748 -0.400 -0.368 0.274
H 0.526 -0.008 2.436 0.236
H 1.370 1.397 1.868 0.419
H -0.257 2.182 0.548 0.010
H -1.086 0.686 0.330 0.424
H -1.782 2.755 2.110 0.536
H -0.822 1.754 3.134 0.498
H -1.467 -0.613 3.653 0.365
H -3.123 0.067 0.439 0.656
H -4.357 -1.752 2.530 0.415
H -5.207 -0.416 1.824 0.483
H -4.624 -3.103 0.757 0.328
H -5.904 -2.039 0.281 0.358
H -4.286 -1.854 -0.427 0.370
O 4.394 -2.662 -1.961 -0.488
P 3.886 -4.106 -2.023 1.010
O 2.612 -4.167 -2.881 -0.689
O 3.577 -4.631 -0.616 -0.853
O 4.976 -4.937 -2.694 -0.467
C -0.676 1.961 -3.349 -0.368
C -0.016 3.102 -2.679 -0.980
O 0.506 3.095 -1.585 -0.359
N -0.198 4.435 -3.339 -0.196
C 0.894 5.415 -3.066 -0.869
H -0.848 1.165 -2.602 0.558
H -1.678 2.294 -3.758 0.313
H -0.052 1.577 -4.155 0.483
H -0.376 4.319 -4.337 0.448
H -1.080 4.832 -2.934 0.384
H 0.576 6.378 -3.457 0.393
H 1.793 5.077 -3.571 0.360
H 1.043 5.476 -1.995 0.310
K 1.800 -5.498 -0.867 0.929
Li -1.867 0.649 -4.594 0.081
```

* HOMO-LUMO gap: 1.694 eV
* highest occupied orbital energy: -6.8 eV
* total charge: +1
* LUMO energy: -5.073 eV


(5)
DFT (ωB97M-V with the def2-TZVPD basis set) results for a structure of composition C4H7NO.

The geometry in XYZ format:
```
13
Properties=species:S:1:pos:R:3:nbo_charge:R:1
C -0.057 1.504 -0.714 -0.627
C -0.420 0.045 -0.815 -0.037
N 0.669 -0.894 -0.955 -0.559
C -0.128 -0.938 0.280 -0.231
C 0.535 -0.489 1.516 0.173
O 0.083 -1.029 2.618 -0.643
H 0.877 1.618 -0.159 0.234
H -0.844 2.068 -0.201 0.214
H 0.076 1.931 -1.714 0.215
H -1.341 -0.171 -1.359 0.197
H 0.412 -1.680 -1.545 0.360
H -0.838 -1.756 0.432 0.207
H 0.935 -0.229 2.672 0.496
```

* HOMO-LUMO gap: 9.540 eV
* highest occupied orbital energy: -8.7 eV
* LUMO energy: 0.840 eV
* ΔE to the lowest compared entry with this formula, charge and spin: 529.1 kJ/mol


(6)
DFT (ωB97M-V with the def2-TZVPD basis set) results for a cluster of 6 separate species, C19H46N8O6P in total.

The geometry in XYZ format:
```
80
Properties=species:S:1:pos:R:3:mulliken_charge:R:1
C -5.548 -0.997 0.182 -0.722
P -4.655 -2.219 -0.858 -0.074
O -3.818 -1.294 -1.909 -0.362
C -3.267 -2.789 0.237 -0.008
C -3.343 -4.172 0.879 -0.615
N -2.172 -4.084 1.820 -0.182
C -1.944 -2.779 2.014 0.172
N -0.859 -2.263 2.572 -0.134
N -2.969 -1.978 1.494 -0.355
H -5.312 -0.002 -0.190 0.182
H -5.249 -1.001 1.227 0.296
H -6.617 -1.141 0.091 0.320
H -3.042 -0.929 -1.446 0.431
H -2.353 -2.812 -0.358 0.417
H -3.267 -5.042 0.237 0.401
H -4.247 -4.325 1.469 0.304
H -1.383 -4.583 1.423 0.332
H -0.529 -2.547 3.489 0.311
H -0.413 -1.509 2.079 0.212
H -3.800 -2.127 2.065 0.297
C -0.389 -5.505 6.068 -1.407
C 0.315 -4.194 5.829 0.889
O -0.234 -3.262 5.235 -0.831
N 1.569 -4.059 6.291 -0.139
C 2.376 -5.033 7.011 -0.887
H -1.384 -5.448 5.640 0.296
H 0.153 -6.324 5.594 0.395
H -0.478 -5.706 7.135 0.404
H 1.975 -3.156 6.102 0.250
H 2.653 -4.635 7.986 0.326
H 3.287 -5.245 6.451 0.301
H 1.829 -5.958 7.152 0.321
C 0.776 0.424 -2.620 -1.104
C -0.706 0.704 -2.586 0.711
O -1.470 0.090 -1.833 -0.757
N -1.173 1.651 -3.407 -0.042
C -0.425 2.472 -4.345 -0.737
H 0.995 -0.362 -1.903 0.019
H 1.081 0.092 -3.611 0.416
H 1.344 1.317 -2.359 0.376
H -2.168 1.792 -3.345 0.233
H -0.564 3.520 -4.084 0.248
H -0.814 2.309 -5.352 0.273
H 0.630 2.240 -4.326 0.212
C 4.771 3.740 -4.526 -1.387
C 3.294 4.056 -4.530 0.842
O 2.502 3.457 -3.813 -0.635
N 2.866 5.035 -5.360 -0.139
C 3.648 5.848 -6.275 -0.890
H 4.950 2.941 -3.814 0.280
H 5.099 3.413 -5.513 0.385
H 5.352 4.613 -4.228 0.392
H 1.872 5.198 -5.312 0.215
H 3.548 6.903 -6.017 0.293
H 3.293 5.708 -7.296 0.297
H 4.696 5.576 -6.230 0.339
C 3.219 -2.715 3.137 -0.681
C 4.028 -3.210 1.957 0.595
O 4.634 -4.263 1.999 -0.645
N 4.051 -2.430 0.842 -0.111
C 3.398 -1.154 0.619 -0.694
H 3.301 -3.441 3.939 0.109
H 3.596 -1.755 3.491 0.419
H 2.166 -2.610 2.868 0.049
H 4.606 -2.817 0.096 0.228
H 2.711 -1.224 -0.227 0.219
H 4.137 -0.385 0.394 0.279
H 2.841 -0.849 1.499 0.268
C -3.205 3.672 -1.260 -1.228
C -2.685 4.896 -1.981 0.719
O -2.535 4.926 -3.193 -0.662
N -2.384 5.979 -1.222 -0.160
C -2.494 6.133 0.217 -0.810
H -3.406 2.895 -1.989 0.194
H -2.463 3.303 -0.551 0.364
H -4.131 3.899 -0.733 0.450
H -2.043 6.761 -1.759 0.240
H -3.173 6.952 0.456 0.287
H -1.517 6.360 0.646 0.277
H -2.872 5.224 0.672 0.310
```

* HOMO-LUMO gap: 7.820 eV
* highest occupied orbital energy: -11.2 eV
* total charge: +1
* LUMO energy: -3.378 eV
* ΔE to the lowest compared entry with this formula, charge and spin: 79.0 kJ/mol


(7)
DFT (ωB97M-V with the def2-TZVPD basis set) results for a cluster of 2 separate species, C4H8NO2 in total.

The geometry in XYZ format:
```
15
Properties=species:S:1:pos:R:3:nbo_charge:R:1
C 1.224 2.017 -0.122 -0.178
C -0.890 -2.073 0.249 -0.594
C 0.602 -0.475 -0.926 -0.357
C -0.293 -0.663 0.230 -0.492
N 0.171 2.745 0.109 0.317
O 0.308 3.666 1.008 -0.606
O -0.909 2.607 -0.503 -0.564
H 2.013 1.703 0.572 0.159
H -0.193 -2.977 0.704 0.166
H -1.678 -2.077 1.078 0.197
H -1.151 -2.375 -0.775 0.202
H 1.586 -1.055 -0.989 0.159
H 0.112 -0.405 -1.896 0.165
H 0.290 -0.533 1.130 0.202
H -1.192 -0.106 0.134 0.226
```

* HOMO-LUMO gap (spin up / spin down): 7.050 / 6.879 eV
* highest occupied orbital energy (spin up / spin down): -3.2 / -3.3 eV
* total charge: -1
* LUMO energy (spin up / spin down): 3.847 / 3.616 eV
* ΔE to the lowest compared entry with this formula, charge and spin: 853.4 kJ/mol


(8)
DFT (ωB97M-V with the def2-TZVPD basis set) results for the molecule H3O4P.

The geometry in XYZ format:
```
8
Properties=species:S:1:pos:R:3:nbo_charge:R:1
O 0.529 0.984 1.808 -0.466
O 0.707 -1.334 -0.572 -1.093
O -1.431 -0.281 -1.271 -0.995
O -0.124 0.859 0.532 -0.569
P -0.725 -0.818 0.072 1.605
H 0.267 1.853 2.099 0.463
H 1.674 -1.065 -0.640 0.547
H -0.898 -0.198 -2.027 0.508
```

* HOMO-LUMO gap: 10.262 eV
* highest occupied orbital energy: -9.6 eV
* SMILES string: OOP(O)O
* LUMO energy: 0.693 eV
* ΔE to the lowest compared entry with this formula, charge and spin: 18.1 kJ/mol


Number 1: molecular weight 1241.81 g mol⁻¹, E_tot -4290.9599 a.u.. Number 2: molecular weight 101.06 g mol⁻¹, E_tot -392.6938 a.u.. Number 3: molecular weight 758.69 g mol⁻¹, E_tot -2886.7975 a.u.. Number 4: molecular weight 485.37 g mol⁻¹, E_tot -4940.0257 a.u.. Number 5: molecular weight 85.11 g mol⁻¹, E_tot -286.4301 a.u.. Number 6: molecular weight 513.60 g mol⁻¹, E_tot -1982.2570 a.u.. Number 7: molecular weight 102.11 g mol⁻¹, E_tot -362.1992 a.u.. Number 8: molecular weight 97.99 g mol⁻¹, E_tot -644.0544 a.u..